Entry 1:
Below is a 10-piece molecular cluster, C18H43BF4N15O6 overall in a non-equilibrium geometry, with properties calculated with ωB97M-V with the def2-TZVPD basis set.

The geometry in ORCA input format:
```
! RIJCOSX wB97M-V def2-TZVPD def2/J DEFGRID3
* xyz -1 1
B 7.8367 -19.3514 -10.3589
F 8.6824 -18.2628 -10.1210
F 6.6919 -19.2582 -9.5368
F 7.5010 -19.3579 -11.6985
F 8.4298 -20.5979 -10.0268
C 10.7955 -16.6035 -6.4996
O 11.5266 -15.7180 -6.0480
N 10.8667 -17.9147 -6.1994
N 9.9008 -16.3104 -7.4968
H 11.5581 -18.1890 -5.5253
H 10.4964 -18.6544 -6.7891
H 9.8624 -15.4158 -7.9445
H 9.6115 -17.1045 -8.0413
C 2.3223 -19.5651 -8.9289
O 1.3105 -20.1700 -9.2702
N 2.2694 -18.5612 -8.0081
N 3.5774 -19.8150 -9.4172
H 3.0843 -18.0439 -7.7390
H 1.3940 -18.5433 -7.5171
H 3.6556 -20.5028 -10.1725
H 4.2398 -19.0596 -9.3468
C 4.8866 -20.8316 -6.1716
O 4.6991 -19.7697 -5.5909
N 5.7498 -21.0112 -7.1824
N 4.0962 -21.9331 -5.9046
H 6.2677 -20.2537 -7.6018
H 5.7026 -21.8678 -7.7036
H 3.4168 -21.8757 -5.1703
H 4.1430 -22.8110 -6.3862
C 11.4463 -16.5952 -11.2895
O 12.2681 -15.7102 -11.5408
N 10.1191 -16.4116 -11.5047
N 11.7767 -17.8294 -10.8367
H 9.4390 -17.1034 -11.2059
H 9.8350 -15.5220 -11.8685
H 11.0612 -18.4804 -10.5728
H 12.7568 -17.8835 -10.6209
C 5.2888 -20.9453 -14.0710
O 4.9394 -21.2405 -15.2166
N 4.5136 -20.3541 -13.1485
N 6.6300 -20.8701 -13.7192
H 3.5342 -20.2110 -13.3305
H 4.8430 -20.0379 -12.2559
H 6.8468 -20.5349 -12.7813
H 7.1526 -21.5897 -14.1960
C 4.9239 -22.6225 -10.8208
O 3.7669 -22.2256 -10.7138
N 5.9999 -21.9266 -10.3256
N 5.2571 -23.8259 -11.3278
H 5.8283 -21.2002 -9.6523
H 6.9001 -22.3566 -10.4109
H 6.1246 -24.3185 -11.2676
H 4.4404 -24.3771 -11.5498
C 8.7793 -23.5181 -5.1396
C 9.7720 -23.7758 -6.2905
C 9.4892 -22.9228 -7.5337
C 9.4364 -21.4494 -7.3567
N 9.3963 -20.3288 -7.1124
H 8.6843 -22.4366 -5.0418
H 9.0275 -24.0768 -4.2449
H 7.8032 -23.7941 -5.5524
H 9.8347 -24.7743 -6.7216
H 10.7467 -23.4645 -5.9049
H 8.4491 -23.1213 -7.8214
H 10.1121 -23.2263 -8.3716
C 3.6591 -13.8489 -11.5998
C 3.6022 -15.2582 -11.0231
C 3.6534 -16.4976 -11.9813
C 4.9822 -16.8450 -12.4128
N 6.0525 -17.0979 -12.7413
H 4.7108 -13.7656 -11.8837
H 3.3869 -13.1170 -10.8441
H 3.0767 -13.6925 -12.5077
H 2.7699 -15.4299 -10.3364
H 4.4534 -15.4101 -10.3527
H 3.0344 -16.2114 -12.8374
H 3.0832 -17.3027 -11.5190
N 9.6733 -19.4946 -13.9998
C 10.4993 -20.1949 -14.8139
C 11.3950 -19.3057 -15.3727
C 11.0307 -18.0527 -14.8713
C 9.9122 -18.1344 -14.0554
H 8.9289 -19.9005 -13.4602
H 10.2867 -21.2537 -14.7629
H 12.1225 -19.4238 -16.1577
H 11.4225 -17.1290 -15.2745
H 9.1304 -17.5077 -13.6690
*
```

Calculated values
Orbital gap (eV): 7.3
LUMO energy (Eh): 0.0614

---

Entry 2:
Below is C18H43Cl2IP2Sc as an isolated structure in a non-equilibrium geometry, with properties calculated with ωB97M-V with the def2-TZVPD basis set.

The geometry in ORCA input format:
```
! RIJCOSX wB97M-V def2-TZVPD def2/J DEFGRID3
* xyz -1 1
Sc -0.2942 -0.1377 0.6094
Cl 1.6040 -1.2412 -0.0682
P 0.2457 0.5160 3.9787
C 0.8860 2.1603 4.4401
C -1.3198 0.2739 4.8744
C 1.4975 -0.6577 4.5776
C 0.4738 3.2365 3.4391
H 1.9795 2.0265 4.3685
C 0.5570 2.5993 5.8768
H -0.5120 2.8188 5.9967
H 1.1045 3.5277 6.0887
H 0.8487 1.8724 6.6434
H 0.7507 2.9664 2.4143
H 0.9873 4.1733 3.6956
H -0.6050 3.4337 3.4658
H 2.4375 -0.2108 4.2079
C 1.3462 -2.0453 3.9476
C 1.5775 -0.7196 6.1129
H 1.9597 0.2086 6.5510
H 2.2690 -1.5197 6.4066
H 0.6071 -0.9448 6.5736
H 1.4074 -2.0035 2.8520
H 0.3979 -2.5189 4.2266
H 2.1608 -2.6897 4.3059
C -2.4345 1.1359 4.2816
H -1.1244 0.6364 5.9031
C -1.7582 -1.1875 4.9762
H -2.1922 2.2057 4.2943
H -3.3313 0.9914 4.9006
H -2.6785 0.8343 3.2542
H -1.9240 -1.6286 3.9860
H -2.7127 -1.2088 5.5206
H -1.0506 -1.8046 5.5415
Cl -1.9984 -1.5795 1.1446
H -0.0335 0.4200 2.4149
P 0.0661 -0.3617 -3.8387
C 1.7326 -0.9691 -4.5099
C -1.0785 -1.3153 -4.9875
C 0.0764 1.3208 -4.7022
C 2.3215 -1.9902 -3.5359
H 2.3587 -0.0612 -4.4668
C 1.7714 -1.5304 -5.9339
H 1.2072 -2.4662 -6.0105
H 2.8163 -1.7588 -6.1770
H 1.4126 -0.8386 -6.6999
H 2.2972 -1.6164 -2.5081
H 3.3651 -2.1735 -3.8202
H 1.7865 -2.9476 -3.5724
H 1.0717 1.7110 -4.4260
C -0.9790 2.2393 -4.0862
C -0.0364 1.3117 -6.2287
H 0.8347 0.8672 -6.7154
H -0.0977 2.3476 -6.5847
H -0.9457 0.8022 -6.5687
H -0.8923 2.2747 -2.9918
H -1.9979 1.9268 -4.3461
H -0.8215 3.2514 -4.4794
C -1.0831 -2.8073 -4.6294
H -0.6736 -1.2248 -6.0062
C -2.5017 -0.7417 -5.0046
H -0.1207 -3.3000 -4.8154
H -1.8321 -3.3043 -5.2594
H -1.3595 -2.9609 -3.5767
H -2.8893 -0.5990 -3.9860
H -3.1505 -1.4609 -5.5220
H -2.5774 0.2077 -5.5489
I -1.2096 2.2285 -0.2638
*
```

Calculated values
Orbital gap (eV): 3.8
LUMO energy (Eh): 0.1018

---

Entry 3:
Below is a 5-piece molecular cluster, C18H43Cl3FNO6S overall in a non-equilibrium geometry, with properties calculated with ωB97M-V with the def2-TZVPD basis set.

The geometry in ORCA input format:
```
! RIJCOSX wB97M-V def2-TZVPD def2/J DEFGRID3
* xyz 0 1
C 3.2474 -5.5754 1.9530
C 3.1621 -5.3111 0.4177
Cl 4.8471 -5.0968 -0.2928
C 2.1366 -4.1656 -0.0386
Cl 2.8559 -3.2228 -1.4472
N 1.6302 -3.2568 0.9798
C 0.5417 -3.7511 1.8261
C -0.8211 -3.7002 0.9936
C -1.2601 -5.1534 0.5059
Cl -1.5273 -5.1404 -1.3104
S 2.7277 -2.2432 1.7231
O 4.1333 -2.3963 1.3188
O 2.6472 -2.3047 3.2112
F 2.3079 -0.6944 1.3418
H 3.6435 -4.7223 2.5519
H 4.0015 -6.3976 2.0824
H 2.3036 -5.9957 2.3882
H 2.8075 -6.2659 -0.0499
H 1.2519 -4.6749 -0.5012
H 0.3487 -3.1265 2.7318
H 0.6382 -4.8007 2.1830
H -0.7860 -2.9638 0.1619
H -1.6390 -3.3760 1.6894
H -0.4178 -5.8570 0.6988
H -2.2082 -5.4808 0.9912
C -0.1497 2.8236 -0.6843
C 0.2621 1.3627 -0.7803
C 1.6923 1.2230 -1.2787
O -0.6194 0.6760 -1.6654
H -0.1058 3.3062 -1.6654
H -1.1810 2.9088 -0.3353
H 0.4982 3.3724 0.0033
H 0.1671 0.8893 0.2001
H 1.8001 1.6511 -2.2804
H 1.9703 0.1694 -1.3519
H 2.3953 1.7238 -0.6092
H -0.5451 1.0852 -2.5392
C 2.5345 2.8326 5.2286
C 1.4245 1.8488 4.8919
C 1.9740 0.4480 4.6747
O 0.7437 2.2822 3.7142
H 3.2580 2.8964 4.4104
H 2.1272 3.8357 5.3719
H 3.0625 2.5370 6.1378
H 0.6899 1.8344 5.7002
H 2.6780 0.4313 3.8386
H 1.1689 -0.2447 4.4240
H 2.4855 0.0802 5.5668
H 1.3826 2.2987 2.9938
C -1.9376 -1.2043 -4.9148
C -1.8645 0.2225 -5.4354
C -1.4925 0.2560 -6.9092
O -0.8976 0.9557 -4.6822
H -0.9684 -1.7031 -5.0107
H -2.1951 -1.2122 -3.8537
H -2.6839 -1.7859 -5.4601
H -2.8269 0.7165 -5.2885
H -0.5086 -0.1941 -7.0720
H -1.4337 1.2861 -7.2666
H -2.2255 -0.2820 -7.5136
H -0.0417 0.5291 -4.8032
C -3.9449 4.6662 0.8687
C -4.4749 5.4634 -0.3132
C -3.3613 5.8138 -1.2881
O -5.0911 6.6613 0.1574
H -3.2025 5.2440 1.4275
H -4.7521 4.4306 1.5652
H -3.4833 3.7325 0.5403
H -5.2459 4.8868 -0.8286
H -2.5988 6.4313 -0.8036
H -3.7534 6.3944 -2.1255
H -2.8820 4.9141 -1.6807
H -4.4200 7.1786 0.6144
*
```

Calculated values
Orbital gap (eV): 10.2
LUMO energy (Eh): 0.0115
SMILES string: C[C@H](Cl)[C@H](Cl)N(CCCCl)S(=O)(=O)F.CC(C)O.CC(C)O.CC(C)O.CC(C)O

---

Entry 4:
Below is C18H43FN7O10S2 as an isolated structure in a non-equilibrium geometry, with properties calculated with ωB97M-V with the def2-TZVPD basis set.

The geometry in ORCA input format:
```
! RIJCOSX wB97M-V def2-TZVPD def2/J DEFGRID3
* xyz -1 1
O 4.0219 -2.1776 0.7811
S 3.1891 -1.0641 0.4269
O 2.9195 -0.8156 -0.9691
N 1.8881 -1.0633 1.3089
S 0.4899 -0.9198 0.7100
O -0.0394 -2.1190 0.1290
O 0.1818 0.3044 0.0429
F -0.2885 -0.8093 2.0864
H 3.8220 0.0190 0.9013
C 0.6621 3.0772 1.5440
C 1.3419 2.3996 2.7160
O 2.3679 1.7627 2.5606
N 0.7691 2.5440 3.9470
C -0.4497 3.2522 4.2896
H 1.2649 2.8487 0.6699
H -0.3432 2.6857 1.3929
H 0.6035 4.1591 1.6908
H 1.2802 2.0845 4.6838
H -0.2306 4.0932 4.9545
H -1.1769 2.6083 4.7833
H -0.8968 3.6474 3.3821
C -5.0602 0.9748 4.0967
C -3.9162 0.8979 5.0841
O -3.1939 1.8635 5.2910
N -3.7389 -0.2747 5.7343
C -4.5159 -1.4931 5.6114
H -5.0634 1.9752 3.6727
H -4.9343 0.2423 3.2983
H -6.0163 0.7834 4.5865
H -2.9614 -0.2689 6.3762
H -5.0005 -1.7340 6.5599
H -3.8938 -2.3338 5.3003
H -5.2847 -1.3658 4.8556
C 5.1355 4.6295 -1.0847
C 3.9504 3.6877 -0.9877
O 3.9579 2.7136 -0.2625
N 2.8745 3.9594 -1.7766
C 2.7016 5.0129 -2.7565
H 5.8993 4.2611 -0.4048
H 5.5359 4.6568 -2.0994
H 4.8589 5.6466 -0.8015
H 2.1315 3.2827 -1.6770
H 1.8316 5.6312 -2.5279
H 2.5694 4.5454 -3.7305
H 3.5820 5.6505 -2.7754
C 1.9715 1.1395 -4.8226
C 2.2826 2.3283 -5.7006
O 1.8062 3.4315 -5.4805
N 3.1363 2.1377 -6.7444
C 3.8015 0.9165 -7.1348
H 1.2871 1.4612 -4.0430
H 1.5089 0.3372 -5.3991
H 2.8721 0.7438 -4.3503
H 3.3070 2.9708 -7.2856
H 4.8870 1.0268 -7.0979
H 3.5213 0.6173 -8.1470
H 3.5240 0.1151 -6.4563
C -5.0858 -4.8187 1.4933
C -4.0575 -4.2325 2.4409
O -4.3928 -3.7534 3.5193
N -2.7718 -4.2477 2.0617
C -2.1768 -4.7121 0.8249
H -6.0615 -4.7191 1.9614
H -5.0864 -4.2925 0.5377
H -4.8818 -5.8723 1.2966
H -2.1300 -3.8546 2.7334
H -1.4738 -5.5277 0.9967
H -1.6239 -3.8881 0.3832
H -2.9324 -5.0561 0.1252
C 0.9052 -3.8037 -1.4556
C -0.3619 -4.5050 -1.8814
O -0.6313 -5.6397 -1.5113
N -1.2387 -3.8084 -2.6586
C -1.1120 -2.4529 -3.1360
H 1.4685 -4.4860 -0.8266
H 1.5097 -3.5184 -2.3180
H 0.6862 -2.9081 -0.8694
H -2.0701 -4.3269 -2.8946
H -1.9213 -1.8217 -2.7642
H -1.1161 -2.4100 -4.2285
H -0.1754 -2.0316 -2.7818
*
```

Calculated values
Orbital gap (eV): 8.6
LUMO energy (Eh): 0.0836

---

Entry 5:
Below is a 3-piece molecular cluster, C18H43N2O13P3 overall in a non-equilibrium geometry, with properties calculated with ωB97M-V with the def2-TZVPD basis set.

The geometry in ORCA input format:
```
! RIJCOSX wB97M-V def2-TZVPD def2/J DEFGRID3
* xyz 0 1
C -0.3725 0.1313 -0.7291
C -1.1967 1.3597 -0.3060
N -2.4950 1.4493 -0.9909
C -3.1465 2.7051 -0.5320
C -4.3300 3.0850 -1.3904
N -5.5333 2.9592 -1.0260
C -3.3417 0.3800 -0.5811
O -3.2859 -0.1206 0.5062
O -4.2263 0.0177 -1.5148
C -4.3783 -1.4023 -1.6640
P -5.4176 -2.2477 -0.4072
O -6.1194 -3.3651 -1.0370
O -6.4134 -1.1808 0.2112
O -4.5041 -2.7726 0.7980
H -1.0055 -0.6694 -1.1132
H 0.1691 -0.2212 0.1458
H 0.3118 0.4232 -1.5226
H -1.2570 1.4200 0.7840
H -0.6333 2.2393 -0.6213
H -2.4037 3.5000 -0.6173
H -3.4461 2.6427 0.5221
H -4.1294 3.5057 -2.3748
H -5.5669 2.5656 -0.0827
H -4.9203 -1.5383 -2.5979
H -3.4220 -1.9158 -1.7936
H -5.9398 -0.6319 0.8565
H -3.5818 -2.8568 0.5289
O -0.8828 2.9074 6.3980
P 0.1548 1.9116 6.0791
O 1.1969 2.5644 5.0431
C 2.0364 3.6427 5.4738
C 3.1894 3.1668 6.3386
O -0.6037 0.8822 5.0694
C -2.0270 0.8591 4.9680
C -2.4976 1.6655 3.7765
O 1.1279 0.7673 6.6521
C 0.7279 0.0118 7.8228
C -0.3744 -0.9865 7.5268
H 1.4371 4.3903 6.0008
H 2.4224 4.1079 4.5680
H 2.8330 2.7872 7.2977
H 3.8803 3.9871 6.5359
H 3.7297 2.3583 5.8470
H -2.4907 1.2142 5.8884
H -2.3193 -0.1860 4.8447
H -2.0612 2.6648 3.7766
H -3.5851 1.7600 3.7796
H -2.1953 1.1815 2.8466
H 0.4278 0.6975 8.6178
H 1.6209 -0.5110 8.1598
H -1.3343 -0.4878 7.3863
H -0.4830 -1.6828 8.3588
H -0.1567 -1.5451 6.6179
O 2.4189 -1.5751 -3.8470
P 3.3926 -1.7599 -4.9405
O 4.5880 -0.7085 -4.6904
C 5.4670 -0.8914 -3.5755
C 6.4838 -1.9930 -3.8153
O 2.6412 -1.0001 -6.1705
C 1.2209 -0.8140 -6.1144
C 0.8466 0.5219 -5.5210
O 4.2139 -2.7513 -5.9043
C 3.6486 -4.0397 -6.2555
C 2.5052 -3.9258 -7.2447
H 4.8830 -1.0909 -2.6725
H 5.9798 0.0588 -3.4337
H 6.0024 -2.9716 -3.8606
H 7.2179 -2.0151 -3.0092
H 7.0007 -1.8385 -4.7619
H 0.7443 -1.6096 -5.5406
H 0.8631 -0.9016 -7.1423
H 1.3580 0.6652 -4.5700
H -0.2308 0.5752 -5.3562
H 1.1421 1.3442 -6.1741
H 3.3294 -4.5604 -5.3505
H 4.4629 -4.6131 -6.6941
H 1.6042 -3.5382 -6.7670
H 2.2649 -4.9069 -7.6549
H 2.7637 -3.2503 -8.0586
*
```

Calculated values
Orbital gap (eV): 10.4
LUMO energy (Eh): 0.0136
SMILES string: [H]/N=C\CN(CC)C(=O)OCP(=O)(O)O.CCOP(=O)(OCC)OCC.CCOP(=O)(OCC)OCC

---

Entry 6:
Below is a 4-piece molecular cluster, C18H43N3O6S overall in a non-equilibrium geometry, with properties calculated with ωB97M-V with the def2-TZVPD basis set.

The geometry in ORCA input format:
```
! RIJCOSX wB97M-V def2-TZVPD def2/J DEFGRID3
* xyz 0 1
C -3.4485 0.5245 -1.1162
C -3.1824 0.7427 -2.2948
C -2.6295 1.0943 -3.7359
O -1.1918 1.2412 -3.6205
S -0.5297 2.1333 -4.8834
O -1.4468 2.1808 -6.0413
O 0.7899 1.2026 -5.3588
C 1.5385 0.7737 -4.1721
C 1.2070 -0.7499 -3.8172
C 1.2034 -1.0022 -2.2379
H -3.3290 0.3473 -0.0114
H -2.8332 0.2402 -4.4438
H -3.1594 2.0439 -4.0401
H 1.3344 1.4468 -3.2746
H 2.6630 0.8355 -4.3421
H 1.8909 -1.4574 -4.3803
H 0.1537 -0.9403 -4.2098
H 2.1728 -1.4942 -1.9047
H 1.0965 -0.0318 -1.6498
H 0.3455 -1.6981 -2.0040
C 3.6090 1.9894 -0.0190
C 3.2281 0.8399 0.9094
C 3.9857 0.8558 2.2513
O 5.3266 0.3821 2.1714
C 6.2707 1.3524 1.7520
N 3.4180 -0.4297 0.1956
H 4.5905 1.8520 -0.4765
H 2.8864 2.0740 -0.8355
H 3.6128 2.9416 0.5184
H 2.1617 0.9485 1.1354
H 3.4752 0.1697 2.9340
H 3.9496 1.8458 2.7240
H 6.0248 2.3523 2.1213
H 6.3496 1.3577 0.6626
H 7.2460 1.0668 2.1510
H 3.0817 -1.1878 0.7864
H 4.4226 -0.5969 0.1389
C 5.0698 -0.9068 5.9971
C 3.5953 -0.6100 6.2511
C 2.9400 -1.5721 7.2605
O 2.6178 -2.8501 6.7269
C 3.6949 -3.7727 6.7151
N 2.8836 -0.6061 4.9664
H 5.2193 -1.7921 5.3768
H 5.5411 -0.0700 5.4753
H 5.6069 -1.0540 6.9382
H 3.5381 0.3978 6.6759
H 1.9836 -1.1360 7.5677
H 3.5420 -1.6716 8.1724
H 4.3521 -3.6491 7.5806
H 4.2643 -3.6776 5.7882
H 3.2748 -4.7796 6.7413
H 1.9189 -0.3234 5.1301
H 2.8014 -1.5770 4.6639
C -9.1714 0.7294 -3.4094
C -8.2675 -0.3370 -2.7993
C -6.8078 0.1237 -2.6211
O -6.0432 0.1228 -3.8200
C -6.1976 1.2857 -4.6166
N -8.3550 -1.5566 -3.6128
H -8.9969 0.8666 -4.4780
H -10.2213 0.4494 -3.2920
H -9.0293 1.6935 -2.9133
H -8.6624 -0.5625 -1.8030
H -6.3087 -0.5905 -1.9581
H -6.7499 1.0999 -2.1238
H -6.3344 2.1854 -4.0094
H -7.0335 1.1623 -5.3082
H -5.2919 1.4063 -5.2146
H -7.8194 -2.2918 -3.1556
H -7.8380 -1.3828 -4.4743
*
```

Calculated values
Orbital gap (eV): 9.7
LUMO energy (Eh): 0.0245